# 1
78
Properties=species:S:1:pos:R:3 method="wB97M-V/def2-TZVPD" e_tot_ev=-46013.7880 smiles="CC[C@@H](C)[C@@H]1OC(=O)C[C@H]1I.CCO.CCO.CCO.CCO.CCO.CCO" homo_lumo_gap_ev=9.74 spin_multiplicity=1 lumo_energy_ev=0.40
C 2.43801 -0.06565 0.72184
C 2.21671 1.12351 -0.27078
C 1.16256 2.08550 0.34533
C 1.72204 3.47354 0.75714
C -0.03112 2.16659 -0.61815
O -1.04182 3.07034 -0.12997
C -1.86149 2.41933 0.75437
O -2.55489 2.98395 1.47204
C -1.63821 0.89689 0.65344
C -0.80897 0.82828 -0.63543
I -2.29878 0.95449 -2.20811
H 3.23345 -0.73702 0.39434
H 2.65645 0.38732 1.69480
H 1.46921 -0.56954 0.83551
H 1.88488 0.66022 -1.21087
H 3.18118 1.61535 -0.43737
H 0.80040 1.60573 1.26302
H 1.14384 4.27504 0.28897
H 2.79482 3.56621 0.56382
H 1.61528 3.57839 1.84518
H 0.22760 2.33997 -1.66736
H -1.01556 0.69199 1.54323
H -2.48749 0.22814 0.77768
H -0.26785 -0.11736 -0.61684
C -6.89090 -2.04868 -2.56190
C -5.56834 -1.39077 -2.21670
O -4.50832 -2.35757 -2.19323
H -7.13018 -2.82417 -1.83615
H -7.69865 -1.31478 -2.57550
H -6.83840 -2.52935 -3.54338
H -5.61422 -0.92919 -1.23153
H -5.31864 -0.61786 -2.94920
H -4.46250 -2.75482 -3.07111
C -1.81835 -4.13107 0.42119
C -1.61118 -2.80310 -0.28135
O -0.41687 -2.17233 0.18553
H -1.88102 -3.98528 1.50059
H -2.73293 -4.61709 0.07885
H -0.97527 -4.80208 0.23543
H -2.44303 -2.12995 -0.07791
H -1.53966 -2.94021 -1.36447
H 0.32204 -2.76256 -0.00345
C 0.70783 6.73240 -2.46686
C 1.77781 6.02440 -3.27719
O 1.97659 4.69575 -2.80284
H 0.98631 6.76260 -1.41238
H 0.55959 7.75414 -2.82123
H -0.24356 6.19862 -2.53299
H 2.73016 6.54670 -3.19227
H 1.49862 5.98566 -4.33540
H 1.13731 4.22849 -2.88678
C 7.81696 0.16003 0.48673
C 6.34682 0.17871 0.86193
O 5.69886 -1.01864 0.44201
H 7.93331 0.04622 -0.59199
H 8.31286 1.08078 0.79907
H 8.32467 -0.68626 0.95653
H 5.83908 1.01126 0.37560
H 6.22556 0.28581 1.94498
H 6.13675 -1.75826 0.87815
C 3.66777 1.18139 5.79699
C 2.55851 0.94068 4.79023
O 2.79961 -0.24725 4.04039
H 4.63058 1.26359 5.29027
H 3.48988 2.09602 6.36524
H 3.74224 0.34502 6.49656
H 2.50045 1.76706 4.08129
H 1.59143 0.85099 5.29561
H 2.84077 -0.98292 4.66198
C -4.63161 -6.44848 -1.28756
C -5.87288 -5.59484 -1.47306
O -5.78574 -4.39470 -0.71784
H -4.49443 -6.69631 -0.23378
H -4.70237 -7.37506 -1.86084
H -3.73909 -5.90628 -1.61016
H -6.75838 -6.13170 -1.13279
H -6.00910 -5.33897 -2.53159
H -5.00699 -3.90700 -1.02754

# 2
61
Properties=species:S:1:pos:R:3 method="wB97M-V/def2-TZVPD" e_tot_ev=-49737.0959 homo_lumo_gap_ev="4.68 / 4.63" charge=+1 spin_multiplicity=1 e_above_lowest_kcal_mol=115.9 lumo_energy_ev="-5.84 / -5.91"
Os -0.11250 -0.02700 0.67150
C -1.95550 1.65780 1.27670
C -1.21330 2.09200 0.16040
C 0.15370 2.19740 0.55250
C 0.24160 1.81360 1.92350
C -1.08230 1.50920 2.37030
H -3.02520 1.55550 1.31290
H -1.62510 2.39610 -0.78640
H 0.92260 2.69240 -0.02120
H 1.08900 1.97270 2.57430
H -1.37440 1.29340 3.38530
C -3.08930 -6.14260 -0.31210
C -2.79960 -5.46250 -1.61420
C -3.44990 -5.84160 -2.77580
C -3.19400 -5.21900 -3.98690
C -2.25830 -4.19830 -4.05070
C -1.59010 -3.80010 -2.90580
C -1.86420 -4.41930 -1.69010
N -1.26630 -4.00590 -0.48950
C -0.42520 -2.91480 -0.31980
N 0.88310 -3.10580 -0.57090
C 1.97970 -2.34970 -0.03470
C 1.75710 -0.92070 0.49770
C 2.90960 -0.02500 0.30600
C 4.09820 -0.48260 -0.13030
C 4.30750 -1.84210 -0.51490
C 3.30610 -2.74380 -0.56610
C 3.51000 -4.13620 -1.08290
N -0.90510 -1.77420 0.11140
C -2.32800 -1.65780 0.22590
C -3.08960 -1.31970 -0.89210
C -4.46790 -1.24990 -0.79270
C -5.09150 -1.53790 0.41090
C -4.32900 -1.85570 1.52230
C -2.94430 -1.90530 1.46100
C -2.12560 -2.20360 2.67680
H -3.73300 -7.00140 -0.47360
H -3.60060 -5.46840 0.37700
H -2.17000 -6.48370 0.15910
H -4.17340 -6.63960 -2.72250
H -3.72700 -5.52290 -4.87430
H -2.05660 -3.70130 -4.98730
H -0.86370 -2.99860 -2.93880
H -1.90320 -4.10940 0.29530
H 1.11710 -4.05820 -0.82590
H 2.78560 1.02670 0.51810
H 4.92960 0.19510 -0.24230
H 5.30090 -2.11770 -0.83210
H 4.57570 -4.34380 -1.14830
H 3.09270 -4.25100 -2.08360
H 3.05750 -4.88410 -0.42900
H -2.59420 -1.10760 -1.82980
H -5.05650 -0.98130 -1.65540
H -6.16840 -1.52720 0.48400
H -4.81510 -2.06860 2.46170
H -2.74820 -2.21520 3.56510
H -1.34780 -1.43950 2.80710
H -1.62460 -3.16690 2.59140
O 0.39880 -3.92120 2.04950
S 1.12970 -2.77090 2.61870
N 2.00150 -2.06070 1.37780

# 3
12
Properties=species:S:1:pos:R:3 method="wB97M-V/def2-TZVPD" e_tot_ev=-7668.5287 smiles="C=NC#[N+]CN" homo_lumo_gap_ev="8.07 / 8.07" charge=+1 spin_multiplicity=1 e_above_lowest_kcal_mol=65.7 lumo_energy_ev="-6.39 / -6.39"
C 3.55104 0.33053 0.14004
N 2.34302 0.06203 -0.18391
C 1.16644 0.47457 -0.09295
N -0.04502 0.68419 0.03534
C -1.50917 0.89011 -0.05581
N -2.30843 -0.21787 -0.17776
H 4.21899 -0.26449 -0.34959
H 3.91361 1.33987 0.34258
H -1.71905 1.34532 0.95472
H -1.55528 1.59613 -0.82582
H -2.37868 -0.62715 -1.05592
H -2.18380 -0.98416 0.43426

# 4
49
Properties=species:S:1:pos:R:3 method="wB97M-V/def2-TZVPD" e_tot_ev=-59604.3333 homo_lumo_gap_ev=5.64 charge=+2 spin_multiplicity=1 lumo_energy_ev=-8.11
Ti 0.89476 0.68644 0.36569
C -0.19307 1.44736 4.48850
C 1.11548 1.59461 5.11156
C 2.18553 1.52528 4.25359
C 2.00456 1.44857 2.86571
N 0.80394 1.24924 2.30244
C -0.29841 1.24881 3.15523
C 3.15232 1.49056 1.97643
C 4.37484 2.00042 2.39733
C 5.36376 2.24510 1.44732
C 5.11177 1.83959 0.12065
C 3.88033 1.29519 -0.22739
N 2.91890 1.14316 0.66325
H -1.00308 1.34209 5.15754
H 1.25145 1.68761 6.20785
H 3.20954 1.51039 4.53206
H -1.22385 1.03222 2.67596
H 4.43064 2.30641 3.45987
H 6.36145 2.64096 1.82519
H 5.86403 2.03693 -0.60202
H 3.70441 0.92137 -1.20916
C -0.80116 2.54230 -2.51821
C -0.17266 1.78824 -1.43615
O -0.75910 1.56480 -0.29812
O 1.00983 1.25178 -1.50800
H -1.17326 3.40316 -1.97817
H -1.63783 2.06426 -3.02055
H -0.13245 2.85827 -3.31659
C -4.72142 -3.37924 -3.28326
C -3.48740 -2.85148 -2.64831
C -3.61922 -2.55060 -1.27506
C -2.63871 -1.91274 -0.51100
C -2.88725 -1.51944 0.97162
C -1.36897 -1.76379 -1.09792
Te 0.32798 -1.77511 0.28095
C -1.14789 -2.06723 -2.45860
C 0.25804 -1.89102 -2.98670
C -2.19382 -2.59719 -3.15931
H -4.66164 -3.23170 -4.42022
H -5.54678 -2.75042 -2.90787
H -4.83643 -4.45736 -3.07976
H -4.60614 -2.86483 -0.94116
H -2.27407 -2.10636 1.68141
H -3.97139 -1.69645 1.23073
H -2.67351 -0.42607 1.17162
H 0.68978 -1.05739 -2.42869
H 0.34088 -1.67405 -4.05393
H 0.82538 -2.78448 -2.76409
H -2.05010 -2.80816 -4.21228

# 5
68
Properties=species:S:1:pos:R:3 method="wB97M-V/def2-TZVPD" e_tot_ev=-30446.5434 homo_lumo_gap_ev=6.66 charge=+1 spin_multiplicity=1 lumo_energy_ev=-3.03
C 1.33216 2.20795 -1.85222
C 2.09740 3.15625 -2.77778
O 1.68575 4.50340 -2.55321
C 0.52932 4.86644 -3.24087
C -0.32022 5.71247 -2.31756
O -0.98670 4.94047 -1.30526
N -2.13318 4.34176 -1.71481
C -2.92182 3.70179 -0.79145
C -3.98190 3.19363 -1.48034
N -3.80151 3.53830 -2.79440
C -2.66668 4.23621 -2.92514
H 1.10143 2.76627 -0.95197
H 1.95571 1.36537 -1.57382
H 0.42060 1.86830 -2.33651
H 1.96668 2.87903 -3.82237
H 3.16293 3.09896 -2.59053
H -0.02754 3.97584 -3.54755
H 0.72892 5.45930 -4.13795
H 0.35773 6.34268 -1.75278
H -1.00008 6.38046 -2.84426
H -2.67608 3.67572 0.25086
H -4.80168 2.62700 -1.08871
H -4.42923 3.28949 -3.54068
H -2.27047 4.62058 -3.84096
C -0.68415 1.57197 1.16629
C 0.55248 0.80730 1.61349
N 0.77232 0.86630 3.04101
C 2.08744 0.39137 3.43860
C 2.41364 -1.08591 3.19133
C -0.33757 0.42269 3.86838
C -0.85638 -1.00694 3.66406
H -0.65085 2.60573 1.51850
H -0.73239 1.58406 0.07492
H -1.60604 1.11301 1.52846
H 1.41886 1.25775 1.12054
H 0.48431 -0.22510 1.23378
H 2.23085 0.61651 4.49802
H 2.82930 1.00095 2.91262
H 1.89950 -1.74036 3.89305
H 3.48387 -1.25512 3.32246
H 2.15776 -1.39688 2.17706
H -1.17092 1.11521 3.71992
H -0.05242 0.55444 4.91397
H -0.97702 -1.25882 2.60838
H -1.83489 -1.11467 4.13623
H -0.20080 -1.74699 4.11857
C -0.76569 -5.54606 1.64504
C -0.07788 -4.32833 1.04660
N 0.91432 -4.66434 0.04383
C 1.76633 -3.55034 -0.32221
C 1.11334 -2.34426 -1.01215
C 0.44177 -5.49257 -1.05249
C -0.73414 -4.97599 -1.89292
H -0.03265 -6.25004 2.03970
H -1.41493 -5.23616 2.46475
H -1.38822 -6.06746 0.91700
H 0.42821 -3.80032 1.86051
H -0.84837 -3.63866 0.66194
H 2.57713 -3.92151 -0.95439
H 2.25710 -3.19206 0.58840
H 0.85766 -2.55596 -2.04966
H 1.81335 -1.50410 -1.01997
H 0.21257 -2.01226 -0.49292
H 0.16317 -6.46584 -0.64235
H 1.28970 -5.69984 -1.70930
H -1.53861 -4.57790 -1.27248
H -1.15263 -5.79673 -2.47835
H -0.42997 -4.20344 -2.59799

# 6
49
Properties=species:S:1:pos:R:3 method="wB97M-V/def2-TZVPD" e_tot_ev=-55374.1180 smiles="O=C(c1ccc(Cl)c(Cl)c1)N1CCC(CNCCc2cccc(F)n2)CC1" homo_lumo_gap_ev=8.74 spin_multiplicity=1 e_above_lowest_kcal_mol=77.0 lumo_energy_ev=0.32
O 3.53161 2.16819 1.64746
C 2.46717 1.64293 1.80726
C 1.54170 2.30477 2.74216
C 0.18898 2.64906 2.27293
C -0.60791 3.35260 3.11774
C -0.26991 3.66723 4.43443
Cl -1.48966 4.32991 5.53004
C 1.10093 3.48346 4.76449
Cl 1.59422 3.73062 6.36177
C 2.01948 3.07392 3.84645
N 2.28879 0.29908 1.48982
C 3.38829 -0.46348 0.73263
C 2.70727 -1.00234 -0.51220
C 1.28337 -1.59209 -0.29179
C 0.62496 -1.92018 -1.62822
N -0.15557 -0.82459 -2.26910
C -0.36771 -0.73791 -3.73445
C -1.65930 0.17491 -3.93327
C -2.67870 -0.62876 -3.06369
C -3.26320 -1.90273 -3.39724
C -3.94131 -2.73673 -2.48036
C -4.00458 -2.16738 -1.19058
C -3.58880 -0.79113 -0.93959
F -3.51085 -0.49155 0.41094
N -2.88261 -0.04951 -1.82305
C 0.41532 -0.86397 0.69891
C 1.17599 -0.57825 1.93158
H 0.02069 2.38022 1.21987
H -1.53564 3.71097 2.62005
H 3.09695 3.15525 4.03221
H 3.80586 -1.29202 1.26506
H 4.27531 0.14437 0.45276
H 3.31994 -1.83250 -1.06689
H 2.58295 -0.08533 -1.23562
H 1.59717 -2.54924 0.24730
H 1.36724 -2.27694 -2.41926
H 0.00434 -2.74902 -1.50212
H -0.97757 -0.53112 -1.80406
H 0.43394 -0.17081 -4.24274
H -0.41746 -1.71320 -4.12418
H -1.39763 1.16145 -3.63008
H -1.77718 0.38292 -4.95390
H -3.19450 -2.39264 -4.36482
H -4.30145 -3.66933 -2.80410
H -4.41569 -2.70330 -0.39765
H 0.11456 0.07823 0.30958
H -0.44074 -1.49655 0.81706
H 0.50364 -0.15734 2.65051
H 1.42733 -1.52011 2.40590